[1]
A molecular structure, C35H27F5N6O4S3Ta. Source: OMol25; level of theory: the ωB97M-V functional and the def2-TZVPD basis.

Geometry as XYZ:
```
81
Properties=species:S:1:pos:R:3:forces:R:3
Ta 0.153 0.701 -0.523 -0.4 0.1 0.5
C -2.497 0.637 2.844 0.0 0.0 0.0
C -2.305 1.764 1.900 0.0 0.0 0.0
N -1.455 1.867 0.885 0.0 0.1 -0.1
C -1.655 3.123 0.348 0.0 -0.1 0.0
C -2.628 3.781 1.030 0.0 0.0 -0.1
N -3.016 2.906 2.002 0.0 -0.1 0.0
C -3.287 5.119 0.949 0.2 0.1 0.2
O -2.890 5.934 -0.008 0.0 0.0 0.0
O -4.112 5.398 1.775 -0.1 0.0 -0.1
C -0.831 3.509 -0.795 -0.2 0.1 0.1
O -0.937 4.519 -1.430 0.2 0.0 0.0
O 0.068 2.537 -1.047 0.1 0.0 -0.2
H -2.247 -0.310 2.383 0.0 0.0 0.0
H -3.536 0.601 3.168 0.0 0.0 0.0
H -1.871 0.773 3.728 0.0 0.0 0.0
H -3.736 3.125 2.679 0.0 0.0 0.0
H -2.203 5.544 -0.590 0.0 0.0 0.0
C 1.398 3.714 3.264 0.0 0.0 0.0
C 1.506 3.387 1.772 0.0 0.0 0.0
C 2.718 2.540 1.488 0.0 0.0 0.0
C 3.957 3.164 1.408 0.0 0.0 0.0
C 5.120 2.427 1.283 0.0 0.0 0.0
C 5.054 1.044 1.282 0.0 0.0 0.0
C 3.839 0.371 1.357 0.0 0.0 0.0
C 3.889 -1.138 1.428 0.0 0.0 0.0
C 4.312 -1.627 2.817 0.0 0.0 0.0
C 2.665 1.143 1.421 0.0 0.0 0.0
N 1.376 0.500 1.299 0.1 -0.1 0.0
C 1.054 -0.497 2.078 0.1 0.0 0.0
C -0.051 -1.278 1.709 0.0 -0.1 0.0
C -0.675 -2.386 2.256 0.0 0.0 0.0
C -1.746 -2.700 1.406 0.0 0.0 0.0
C -1.728 -1.780 0.373 0.0 0.0 0.0
N -0.687 -0.915 0.519 0.0 0.0 0.0
H 0.525 4.336 3.466 0.0 0.0 0.0
H 2.281 4.249 3.610 0.0 0.0 0.0
H 1.312 2.799 3.854 0.0 0.0 0.0
H 1.566 4.310 1.192 0.0 0.0 0.0
H 0.599 2.873 1.474 0.0 0.0 0.0
H 4.000 4.246 1.450 0.0 0.0 0.0
H 6.076 2.925 1.202 0.0 0.0 0.0
H 5.965 0.461 1.217 0.0 0.0 0.0
H 4.621 -1.495 0.701 0.0 0.0 0.0
H 2.943 -1.599 1.151 0.0 0.0 0.0
H 5.309 -1.264 3.065 0.0 0.0 0.0
H 4.327 -2.716 2.856 0.0 0.0 0.0
H 3.640 -1.266 3.599 0.0 0.0 0.0
H 1.640 -0.717 2.964 0.0 0.0 0.0
H -0.382 -2.900 3.158 0.0 0.0 0.0
H -2.449 -3.509 1.516 0.0 0.0 0.0
H -2.410 -1.700 -0.457 0.0 0.0 0.0
S -1.370 -5.255 -3.886 0.0 0.0 0.0
C -1.667 -3.687 -3.554 0.0 0.0 0.1
S -0.448 -2.584 -2.936 0.0 0.1 0.0
C -1.653 -1.346 -2.792 -0.1 -0.2 0.1
N -2.827 -1.692 -3.178 0.0 0.0 0.0
N -2.839 -2.973 -3.625 0.0 -0.1 0.0
C -4.103 -3.490 -4.072 0.0 0.0 0.0
C -4.181 -4.227 -5.241 0.0 0.0 0.0
C -5.417 -4.699 -5.653 0.0 0.0 0.0
C -6.556 -4.428 -4.908 0.0 0.0 0.0
C -6.463 -3.677 -3.746 0.0 0.0 0.0
C -5.232 -3.204 -3.321 0.0 0.0 0.0
S -1.411 0.300 -2.253 0.2 0.1 -0.3
H -3.293 -4.428 -5.821 0.0 0.0 0.0
H -5.488 -5.276 -6.565 0.0 0.0 0.0
H -7.517 -4.800 -5.237 0.0 0.0 0.0
H -7.350 -3.458 -3.166 0.0 0.0 0.0
H -5.144 -2.610 -2.422 0.0 0.0 0.0
F 2.561 2.280 -2.180 0.0 0.0 0.0
C 2.867 0.983 -2.096 -0.1 0.0 0.0
C 1.986 0.093 -1.481 0.2 0.0 -0.1
C 2.426 -1.226 -1.418 -0.1 0.0 0.1
F 1.668 -2.133 -0.771 0.0 0.0 0.0
C 3.622 -1.664 -1.942 0.0 0.0 0.0
F 3.994 -2.934 -1.836 0.0 0.0 0.0
C 4.458 -0.740 -2.550 0.0 0.0 0.0
F 5.619 -1.126 -3.042 0.0 0.0 0.0
C 4.083 0.593 -2.623 0.0 0.0 0.0
F 4.895 1.474 -3.189 0.0 0.0 0.0
```
Forces are in eV/Å.

Values from the calculation:
**Gap between HOMO and LUMO**: 0.205 Ha
**E_tot**: -101505.90830 eV
**Molecular weight**: 967.8 Da
**HOMO energy**: -10.4 eV
**Charge**: +1

***

[2]
A molecular structure, C35H28BrN10O5PdSSe. Source: OMol25; level of theory: the ωB97M-V functional and the def2-TZVPD basis.

Geometry as XYZ:
```
82
Properties=species:S:1:pos:R:3:forces:R:3
Pd -1.022 -0.319 0.641 0.3 -0.2 0.1
Se -8.347 0.733 -0.902 0.2 0.0 0.0
N -7.405 0.710 0.607 -0.1 0.0 -0.1
C -6.160 0.487 0.278 0.0 0.0 0.0
C -5.082 0.385 1.254 0.0 0.0 0.0
C -5.256 0.499 2.636 0.0 0.0 0.0
C -4.159 0.372 3.462 0.0 0.0 0.0
C -2.906 0.118 2.911 -0.1 0.0 0.0
N -2.737 0.007 1.595 -0.1 -0.1 0.0
C -3.801 0.148 0.770 0.0 0.0 0.0
C -3.525 0.020 -0.648 0.0 0.0 0.1
N -2.232 -0.195 -0.979 -0.1 0.2 0.0
C -1.915 -0.391 -2.254 0.0 0.0 0.0
C -2.874 -0.355 -3.262 0.0 0.0 0.0
C -4.193 -0.107 -2.940 0.1 0.0 0.0
C -4.537 0.083 -1.598 0.0 0.0 0.0
C -5.893 0.332 -1.125 0.0 0.0 0.0
N -6.922 0.430 -1.923 -0.2 0.0 0.1
H -6.245 0.684 3.035 0.0 0.0 0.0
H -4.252 0.456 4.535 0.0 0.0 0.0
H -2.026 -0.012 3.523 0.0 0.0 0.0
H -0.875 -0.592 -2.470 0.0 0.0 0.0
H -2.571 -0.525 -4.285 0.0 0.0 0.0
H -4.964 -0.067 -3.699 0.0 0.0 0.0
Br 8.616 3.934 -7.316 0.0 0.0 0.1
C 7.758 3.422 -5.780 0.0 0.0 0.0
C 8.472 2.727 -4.784 0.0 0.0 0.0
C 7.823 2.377 -3.640 0.0 0.0 0.0
C 6.432 2.696 -3.464 0.2 -0.1 0.2
C 5.727 3.409 -4.491 -0.1 0.1 -0.1
C 6.380 3.760 -5.623 0.1 0.0 -0.1
N 5.922 2.293 -2.321 -0.2 0.1 -0.2
N 4.725 2.607 -1.963 0.1 -0.1 0.1
C 3.769 1.821 -1.631 -0.1 -0.1 0.0
C 3.809 0.380 -1.884 0.0 -0.1 0.0
C 2.810 -0.421 -1.501 0.0 0.0 0.0
C 1.632 0.104 -0.809 0.1 0.0 0.0
O 0.750 -0.689 -0.467 -0.2 0.0 0.1
C 1.562 1.555 -0.533 0.0 -0.1 0.0
N 0.496 1.971 0.153 0.0 0.2 -0.2
C 0.407 3.266 0.423 0.0 0.0 0.0
C 1.375 4.192 0.033 0.1 0.0 0.0
C 2.487 3.753 -0.657 -0.1 0.0 0.1
C 2.595 2.391 -0.949 0.0 0.2 0.0
H 9.516 2.496 -4.939 0.0 0.0 0.0
H 8.320 1.850 -2.836 0.0 0.0 0.0
H 4.691 3.684 -4.341 0.0 0.0 0.0
H 5.894 4.315 -6.413 0.0 0.0 0.0
H 4.691 -0.017 -2.370 0.0 0.0 0.0
H 2.830 -1.492 -1.657 0.1 0.0 0.0
H -0.463 3.588 0.983 0.0 0.0 0.0
H 1.250 5.237 0.282 0.0 0.0 0.0
H 3.261 4.444 -0.961 0.0 0.0 0.0
C 8.058 -3.902 3.345 -0.1 0.1 0.0
C 6.577 -4.056 3.016 0.0 -0.1 0.0
S 5.745 -2.504 3.232 -0.1 -0.2 -0.1
O 5.703 -2.177 4.630 0.0 0.1 0.1
O 6.254 -1.545 2.284 0.1 0.1 -0.1
C 4.029 -2.801 2.730 0.1 0.0 0.0
C 3.113 -2.136 3.745 0.0 0.1 -0.1
N 1.748 -2.021 3.199 -0.1 0.2 0.2
C 1.235 -0.874 2.723 0.0 0.0 0.1
N -0.020 -1.061 2.306 0.0 -0.2 -0.3
C -0.327 -2.386 2.529 0.0 0.1 0.0
C 0.760 -2.974 3.077 0.0 0.0 0.0
N 0.901 -4.354 3.474 -0.1 0.0 0.0
O 1.978 -4.697 3.913 0.0 -0.1 0.0
O -0.076 -5.044 3.320 0.0 0.0 0.0
C 1.951 0.426 2.728 0.0 0.0 0.0
H 8.547 -4.866 3.221 0.0 0.0 0.0
H 8.192 -3.575 4.374 0.0 0.0 0.0
H 8.531 -3.178 2.683 0.0 0.0 0.0
H 6.090 -4.770 3.682 0.0 0.1 0.0
H 6.420 -4.370 1.982 0.0 0.1 0.0
H 3.811 -3.865 2.642 0.1 0.0 0.1
H 3.944 -2.326 1.752 0.0 -0.1 0.0
H 3.433 -1.118 3.950 0.1 -0.1 0.1
H 3.096 -2.672 4.687 -0.1 -0.1 0.0
H -1.281 -2.823 2.292 0.0 -0.1 0.0
H 2.168 0.742 3.750 0.0 0.0 0.0
H 1.315 1.177 2.271 0.0 0.0 0.0
H 2.901 0.369 2.193 0.0 0.0 0.0
```
Forces are in eV/Å.

Values from the calculation:
**Gap between HOMO and LUMO (spin up / spin down)**: 0.188 / 0.188 Ha
**E_tot**: -211563.93633 eV
**Molecular weight**: 966.0 Da
**HOMO energy (spin up / spin down)**: -15.5 / -15.5 eV
**Charge**: +3

***

[3]
A molecular structure, C35H29Br2N3P2W. Source: OMol25; level of theory: the ωB97M-V functional and the def2-TZVPD basis.

Geometry as XYZ:
```
72
Properties=species:S:1:pos:R:3:forces:R:3
W -0.020 -0.821 0.106 0.6 -0.4 -0.3
Br -1.756 3.609 -4.668 0.0 0.0 0.0
C -1.346 2.427 -3.313 0.0 0.0 0.0
C -2.282 1.496 -2.862 0.0 0.0 0.0
C -1.923 0.632 -1.857 0.0 0.0 -0.1
N -0.702 0.641 -1.274 -0.1 0.0 0.0
C 0.209 1.561 -1.701 0.0 0.0 0.1
C -0.083 2.448 -2.712 0.0 0.0 0.0
C 1.515 1.528 -1.004 0.1 0.0 0.0
C 2.505 2.461 -1.217 0.0 0.0 0.0
C 3.703 2.378 -0.497 0.0 0.0 0.0
Br 5.043 3.609 -0.769 0.0 0.0 0.0
C 3.849 1.350 0.441 0.0 0.0 0.0
C 2.821 0.457 0.601 0.0 0.0 0.0
N 1.668 0.514 -0.107 -0.1 0.2 0.2
H -3.270 1.440 -3.298 0.0 0.0 0.0
H -2.618 -0.115 -1.499 0.0 0.0 0.0
H 0.651 3.160 -3.060 0.0 0.0 0.0
H 2.376 3.264 -1.927 0.0 0.0 0.0
H 4.750 1.256 1.031 0.0 0.0 0.0
H 2.901 -0.345 1.324 0.0 0.0 0.0
C -2.664 -3.336 2.988 0.0 0.0 0.0
N -1.902 -2.465 2.053 0.0 0.0 0.0
P -0.839 -1.212 2.373 0.2 0.0 0.0
C -0.181 -1.268 4.001 -0.1 0.0 0.0
C 0.370 -2.471 4.474 0.0 0.0 0.0
C 0.838 -2.535 5.772 0.0 0.0 0.0
C 0.761 -1.413 6.595 0.0 0.0 0.0
C 0.208 -0.225 6.130 0.0 0.0 0.0
C -0.268 -0.142 4.833 0.0 0.0 0.0
C -1.442 0.389 1.844 0.0 0.0 -0.2
C -2.773 0.667 1.455 0.0 0.0 0.0
C -3.119 1.940 1.066 0.0 0.0 0.0
C -2.154 2.955 1.040 0.0 0.0 0.0
C -0.841 2.706 1.417 0.0 0.0 0.0
C -0.481 1.431 1.828 0.1 0.0 0.1
P -1.842 -2.498 0.373 -0.1 0.3 0.0
C -3.196 -3.266 -0.431 0.0 -0.1 0.0
C -4.422 -2.586 -0.518 0.0 0.0 0.0
C -5.502 -3.220 -1.098 0.0 0.0 0.0
C -5.363 -4.517 -1.592 0.0 0.0 0.0
C -4.149 -5.189 -1.509 0.0 0.0 0.0
C -3.056 -4.573 -0.924 0.0 0.0 0.0
C -0.209 -3.023 -0.185 -0.1 -0.1 0.1
C 0.891 -3.128 0.708 -0.1 -0.2 0.0
C 2.188 -2.901 0.247 -0.1 0.2 0.2
C 2.434 -2.531 -1.085 0.0 0.0 0.0
C 1.367 -2.334 -1.945 0.0 0.2 -0.1
C 0.040 -2.535 -1.505 -0.3 0.0 -0.1
H -2.752 -2.829 3.946 0.0 0.0 0.0
H -2.160 -4.290 3.121 0.0 0.0 0.0
H -3.661 -3.498 2.582 0.0 0.0 0.0
H 0.408 -3.360 3.855 0.0 0.0 0.0
H 1.253 -3.459 6.152 0.0 0.0 0.0
H 1.123 -1.473 7.613 0.0 0.0 0.0
H 0.133 0.632 6.786 0.0 0.0 0.0
H -0.725 0.777 4.490 0.0 0.0 0.0
H -3.523 -0.114 1.510 0.0 0.0 0.0
H -4.145 2.170 0.809 0.0 0.0 0.0
H -2.448 3.956 0.748 0.0 0.0 0.0
H -0.114 3.508 1.434 0.0 0.0 0.0
H 0.514 1.251 2.223 0.0 0.0 0.0
H -4.534 -1.579 -0.132 0.0 0.0 0.0
H -6.455 -2.714 -1.168 0.0 0.0 0.0
H -6.215 -5.007 -2.046 0.0 0.0 0.0
H -4.058 -6.196 -1.892 0.0 0.0 0.0
H -2.115 -5.104 -0.844 0.0 0.0 0.0
H 0.740 -3.473 1.722 0.0 0.0 0.0
H 3.017 -3.035 0.934 0.0 0.0 0.0
H 3.449 -2.390 -1.434 0.0 0.0 0.0
H 1.540 -2.022 -2.969 0.0 0.0 0.0
H -0.776 -2.441 -2.212 0.0 -0.1 0.0
```
Forces are in eV/Å.

Values from the calculation:
**Gap between HOMO and LUMO (spin up / spin down)**: 0.222 / 0.223 Ha
**E_tot**: -201684.74230 eV
**Molecular weight**: 897.2 Da
**HOMO energy (spin up / spin down)**: -19.6 / -19.6 eV
**Charge**: +4